No. 1
{"formula": "C10H12N", "method": "ωB97M-V/def2-TZVPD", "de_lowest_kj_mol": 199.53, "total_charge": 1, "orbital_gap_ha": 0.3842, "largest_force_ha_per_bohr": 0.105, "lumo_ha": -0.124, "species": ["C", "C", "C", "C", "C", "C", "C", "C", "C", "C", "N", "H", "H", "H", "H", "H", "H", "H", "H", "H", "H", "H", "H"], "positions_angstrom": [[3.2354, -0.5438, -0.0234], [3.0758, 0.8252, 0.0167], [2.1368, -1.3088, -0.0361], [1.8168, 1.3490, -0.0583], [0.8666, -0.7540, -0.0081], [-1.5150, -0.5773, -0.0001], [-1.1543, 0.6572, -0.0117], [-0.4012, -1.5329, -0.0541], [-2.9937, -0.9757, -0.0865], [-1.6341, 2.0032, 0.1016], [0.7944, 0.5232, -0.1503], [4.2116, -0.9395, -0.0848], [3.8288, 1.5825, 0.2206], [2.2562, -2.3841, 0.0126], [1.5748, 2.4722, 0.1845], [-0.5833, -2.2836, -0.8497], [-0.2622, -2.1139, 0.9383], [-3.4303, -1.1706, 0.8981], [-3.2094, -1.8469, -0.5485], [-3.5312, -0.2100, -0.6721], [-1.3857, 2.5965, 1.0359], [-2.6323, 2.0004, -0.2877], [-1.0646, 2.6315, -0.5369]], "forces_ev_per_angstrom": [[0.824, 1.349, -0.359], [0.090, 1.839, 0.358], [-0.884, -2.372, 0.537], [-0.489, 2.846, 1.234], [1.347, -1.956, -2.260], [-1.060, -1.043, -0.412], [2.839, 1.341, 0.367], [0.569, -1.825, 2.075], [0.517, 2.971, 1.498], [1.288, 1.440, 0.759], [-5.174, 1.161, 1.074], [0.858, -0.604, 0.204], [0.417, -0.617, -0.341], [-0.163, -0.039, -0.109], [0.562, -2.312, -1.012], [0.731, 0.442, 0.294], [-0.985, 0.423, -1.373], [0.066, 0.732, 0.080], [0.191, -3.017, -1.966], [0.010, -0.194, 0.725], [-1.122, -1.399, -0.315], [-0.848, 0.379, 0.377], [0.415, 0.454, -1.435]], "mulliken_charge": [-0.3392, -0.5286, -0.7088, -0.0584, 0.3609, 0.6078, 0.5097, -0.3018, -1.5324, -1.2885, -0.1818, 0.4770, 0.3648, 0.4043, 0.2999, 0.4255, 0.3301, 0.3214, 0.4355, 0.3836, 0.3160, 0.3033, 0.3999]}

No. 2
{"formula": "C10H12N2O", "method": "ωB97M-V/def2-TZVPD", "de_lowest_kj_mol": 376.29, "smiles": "Cc1cccc2c1N(N=O)CCC2", "orbital_gap_ha": 0.3411, "largest_force_ha_per_bohr": 0.066, "lumo_ha": 0.027, "species": ["C", "C", "C", "C", "C", "C", "C", "C", "C", "C", "H", "H", "H", "H", "H", "H", "H", "H", "H", "H", "H", "H", "N", "N", "O"], "positions_angstrom": [[-2.0267, 0.1927, 2.1094], [-1.4454, 0.5517, 0.7165], [-2.1544, 1.4819, -0.0291], [-1.8571, 1.5969, -1.3903], [-0.8856, 0.8325, -1.9794], [0.0035, 0.0910, -1.1337], [0.9963, -0.8057, -1.7821], [2.2752, -0.9216, -0.8627], [1.8488, -1.2899, 0.5672], [-0.1593, 0.1539, 0.2552], [-1.4478, 0.7207, 2.9430], [-3.1302, 0.3510, 2.1551], [-1.6590, -0.8247, 2.2723], [-2.9690, 2.1072, 0.3771], [-2.5266, 2.2489, -1.9439], [-0.7592, 0.6912, -3.0262], [0.4434, -1.7525, -1.8273], [1.2270, -0.4750, -2.8155], [2.8363, 0.1332, -0.8935], [2.8591, -1.7119, -1.3774], [1.3022, -2.2725, 0.4532], [2.7018, -1.4046, 1.2915], [0.9052, -0.2490, 1.0928], [1.3530, 0.4814, 2.0936], [2.2688, 0.0730, 2.7344]], "forces_ev_per_angstrom": [[2.258, 0.600, 0.240], [0.138, 1.512, 2.312], [0.040, -0.383, -1.016], [-1.060, 0.747, 0.111], [0.919, -1.292, 1.900], [-1.138, 1.535, -0.946], [0.886, 0.388, 0.874], [0.049, 1.610, -1.458], [-0.283, -1.065, -0.407], [-1.114, 0.352, -0.685], [-1.144, -0.175, -1.064], [1.083, -0.325, 0.045], [-0.906, -0.298, 0.150], [0.382, -0.846, -0.052], [0.332, -0.039, -0.326], [-0.022, 0.323, -0.715], [0.568, -0.279, -0.211], [0.010, -0.234, 0.678], [-1.023, -2.390, 0.082], [0.274, 0.511, 0.883], [0.472, 0.926, 0.569], [-1.071, 0.186, -0.864], [1.601, -2.859, -0.844], [-2.549, 2.203, 0.424], [1.301, -0.708, 0.321]], "mulliken_charge": [-1.3648, 0.2591, -0.7814, -0.3875, -0.9874, 0.8452, -0.7900, -0.4747, -0.6662, 0.4704, 0.2961, 0.3830, 0.3512, 0.3634, 0.3448, 0.4154, 0.2837, 0.4007, 0.2590, 0.3470, 0.2529, 0.3894, 0.5688, -0.2500, -0.5278]}

No. 3
{"formula": "C10H12N2O", "method": "ωB97M-V/def2-TZVPD", "spin_multiplicity": 3, "de_lowest_kj_mol": 0.00, "s2": 2.02, "orbital_gap_ha": [0.2068, 0.2392], "largest_force_ha_per_bohr": 0.096, "lumo_ha": [0.030, -0.107], "species": ["C", "C", "C", "C", "C", "C", "C", "C", "C", "C", "N", "N", "O", "H", "H", "H", "H", "H", "H", "H", "H", "H", "H", "H", "H"], "positions_angstrom": [[-1.2149, -2.4795, -2.0124], [-0.0711, -1.8452, -2.4701], [-1.5294, -2.4407, -0.6638], [0.7489, -1.1688, -1.5887], [-0.7117, -1.7749, 0.2312], [0.4323, -1.1351, -0.2325], [2.3271, -0.0048, 0.8045], [-0.2657, 1.8523, 0.5573], [0.3004, 2.3597, -0.7225], [-0.2944, 1.5896, 2.8693], [1.2379, -0.4731, 0.6645], [0.2818, 2.0815, 1.6606], [3.3306, 0.4673, 1.1315], [-1.8540, -3.0075, -2.7034], [0.1867, -1.8723, -3.5175], [-2.4181, -2.9362, -0.3015], [1.6414, -0.6720, -1.9391], [-0.9407, -1.7545, 1.2856], [-1.2231, 1.3076, 0.4726], [-0.1096, 3.3481, -0.9332], [0.0320, 1.7033, -1.5471], [1.3812, 2.4524, -0.6479], [-0.4333, 2.4289, 3.5534], [-1.2527, 1.0719, 2.7193], [0.4183, 0.9022, 3.3300]], "forces_ev_per_angstrom": [[-0.249, -0.678, -3.030], [1.880, 1.273, 0.328], [0.109, 0.927, 4.836], [0.475, -0.613, -4.811], [-2.989, -1.890, -0.430], [1.304, 1.623, 3.797], [0.383, 0.135, 0.357], [-0.665, 0.251, -0.025], [0.078, 0.005, -0.087], [-0.227, -0.144, 0.242], [-1.789, -1.767, -1.047], [0.506, 0.380, -0.256], [1.118, 0.591, 0.029], [-0.015, -0.014, -0.062], [0.041, 0.007, -0.091], [-0.003, -0.016, 0.091], [0.050, 0.018, -0.075], [-0.055, 0.009, 0.071], [0.089, -0.014, 0.175], [-0.037, 0.040, -0.070], [0.036, -0.054, -0.131], [0.078, 0.046, -0.022], [-0.045, -0.107, 0.065], [0.001, 0.008, 0.048], [-0.074, -0.014, 0.099]], "mulliken_charge": [-0.5693, -0.5339, -0.5149, -0.3240, -0.2555, 0.3301, 0.5369, 0.0530, -1.0343, -0.8125, -0.2325, -0.3877, -0.4480, 0.3971, 0.3835, 0.3854, 0.4015, 0.4478, 0.3903, 0.3650, 0.2724, 0.2766, 0.3306, 0.2996, 0.2426]}

Copy entry 1 word for word.
{"formula": "C10H12N", "method": "ωB97M-V/def2-TZVPD", "de_lowest_kj_mol": 199.53, "total_charge": 1, "orbital_gap_ha": 0.3842, "largest_force_ha_per_bohr": 0.105, "lumo_ha": -0.124, "species": ["C", "C", "C", "C", "C", "C", "C", "C", "C", "C", "N", "H", "H", "H", "H", "H", "H", "H", "H", "H", "H", "H", "H"], "positions_angstrom": [[3.2354, -0.5438, -0.0234], [3.0758, 0.8252, 0.0167], [2.1368, -1.3088, -0.0361], [1.8168, 1.3490, -0.0583], [0.8666, -0.7540, -0.0081], [-1.5150, -0.5773, -0.0001], [-1.1543, 0.6572, -0.0117], [-0.4012, -1.5329, -0.0541], [-2.9937, -0.9757, -0.0865], [-1.6341, 2.0032, 0.1016], [0.7944, 0.5232, -0.1503], [4.2116, -0.9395, -0.0848], [3.8288, 1.5825, 0.2206], [2.2562, -2.3841, 0.0126], [1.5748, 2.4722, 0.1845], [-0.5833, -2.2836, -0.8497], [-0.2622, -2.1139, 0.9383], [-3.4303, -1.1706, 0.8981], [-3.2094, -1.8469, -0.5485], [-3.5312, -0.2100, -0.6721], [-1.3857, 2.5965, 1.0359], [-2.6323, 2.0004, -0.2877], [-1.0646, 2.6315, -0.5369]], "forces_ev_per_angstrom": [[0.824, 1.349, -0.359], [0.090, 1.839, 0.358], [-0.884, -2.372, 0.537], [-0.489, 2.846, 1.234], [1.347, -1.956, -2.260], [-1.060, -1.043, -0.412], [2.839, 1.341, 0.367], [0.569, -1.825, 2.075], [0.517, 2.971, 1.498], [1.288, 1.440, 0.759], [-5.174, 1.161, 1.074], [0.858, -0.604, 0.204], [0.417, -0.617, -0.341], [-0.163, -0.039, -0.109], [0.562, -2.312, -1.012], [0.731, 0.442, 0.294], [-0.985, 0.423, -1.373], [0.066, 0.732, 0.080], [0.191, -3.017, -1.966], [0.010, -0.194, 0.725], [-1.122, -1.399, -0.315], [-0.848, 0.379, 0.377], [0.415, 0.454, -1.435]], "mulliken_charge": [-0.3392, -0.5286, -0.7088, -0.0584, 0.3609, 0.6078, 0.5097, -0.3018, -1.5324, -1.2885, -0.1818, 0.4770, 0.3648, 0.4043, 0.2999, 0.4255, 0.3301, 0.3214, 0.4355, 0.3836, 0.3160, 0.3033, 0.3999]}